ORCA calculation (wB97M-V/def2-TZVPD) on a structure of composition C9H28AgBr2O13P3.

Each line ends with the Löwdin spin population.
Positions of all 56 atoms, in Å:
Ag (-1.59, 2.08, -1.99)  0.00
Br (0.48, 3.09, -5.34)  0.09
Br (-4.57, 1.21, -4.12)  0.92
O (-3.45, 4.28, -0.49)  -0.01
H (-4.12, 4.20, 0.21)  0.00
C (-3.31, 1.76, 3.78)  0.00
O (-3.06, 0.34, 3.98)  0.00
P (-3.21, -0.65, 2.68)  0.00
O (-2.68, -0.13, 1.37)  0.00
O (-2.59, -2.09, 3.07)  0.00
C (-1.23, -2.39, 3.36)  0.00
O (-4.73, -1.04, 2.64)  0.00
C (-5.37, -1.78, 3.74)  0.00
H (-4.30, 1.80, 3.32)  0.00
H (-2.49, 2.14, 3.16)  0.00
H (-3.25, 2.32, 4.72)  0.00
H (-1.16, -3.06, 4.21)  0.00
H (-0.62, -1.54, 3.65)  0.00
H (-0.92, -2.98, 2.50)  0.00
H (-5.35, -1.06, 4.56)  0.00
H (-4.86, -2.71, 3.98)  0.00
H (-6.45, -1.91, 3.61)  0.00
C (0.03, -2.63, -5.75)  0.00
O (-0.69, -2.96, -4.57)  0.00
P (0.06, -2.91, -3.11)  0.00
O (0.07, -1.55, -2.51)  0.00
O (-0.86, -3.98, -2.26)  0.00
C (-2.31, -3.96, -2.08)  0.00
O (1.51, -3.72, -3.33)  0.00
C (2.20, -4.26, -2.23)  0.00
H (-0.10, -1.58, -6.02)  0.00
H (-0.44, -3.24, -6.52)  0.00
H (1.03, -3.07, -5.66)  0.00
H (-2.75, -2.97, -2.24)  0.00
H (-2.57, -4.39, -1.11)  0.00
H (-2.94, -4.56, -2.74)  0.00
H (2.29, -5.34, -2.34)  0.00
H (1.83, -4.17, -1.20)  0.00
H (3.17, -3.78, -2.30)  0.00
C (2.96, 4.56, 2.62)  0.00
O (3.42, 3.31, 1.99)  0.00
P (3.37, 2.99, 0.46)  0.00
O (1.99, 2.91, -0.12)  0.00
O (4.29, 4.25, -0.23)  0.00
C (4.37, 4.40, -1.67)  0.00
O (4.24, 1.61, 0.31)  0.00
C (5.45, 1.42, 0.82)  0.00
H (2.76, 5.43, 1.99)  0.00
H (3.83, 4.81, 3.23)  0.00
H (2.03, 4.39, 3.17)  0.00
H (5.40, 4.67, -1.87)  0.00
H (3.63, 5.06, -2.13)  0.00
H (4.09, 3.42, -2.05)  0.00
H (5.49, 1.82, 1.83)  0.00
H (6.22, 1.76, 0.13)  0.00
H (5.75, 0.38, 0.89)  0.00

As for the spin multiplicity: 2. The expectation value of S² is 0.76. Its charge is -1. The highest occupied orbital energy (alpha / beta) comes out at -3.682 / -3.758 eV. For the LUMO energy (alpha / beta), the calculation gives 2.03 / -1.07 eV.

ORCA calculation (wB97M-V/def2-TZVPD) on a cluster of 3 separate species, C3H6N4O3 in total.

Each line ends with the natural charge from an NBO analysis.
Positions of all 16 atoms, in Å:
H (1.37, -1.17, -1.67)  0.29
N (2.24, -0.89, -1.31)  -0.42
N (2.28, -0.42, -0.19)  0.07
N (1.27, -0.26, 0.62)  -0.12
N (1.64, 0.30, 1.84)  -0.64
C (-0.06, -0.63, 0.38)  -0.08
C (-0.85, -1.09, -0.40)  0.32
O (-1.80, -1.71, -1.06)  -0.65
H (1.52, 1.32, 1.77)  0.35
H (1.24, 0.08, 2.72)  0.37
H (-2.25, -2.42, -0.65)  0.51
H (-4.97, 10.04, -0.89)  0.00
H (-5.13, 9.34, -0.91)  0.00
O (0.13, -3.91, -0.54)  -0.53
C (1.17, -4.16, -0.11)  1.03
O (2.19, -4.40, 0.41)  -0.50

Its charge is 0. The highest occupied orbital energy comes out at -8.895 eV. For the LUMO energy, the calculation gives 0.15 eV. Its SMILES is [H]/N=N\N(N)C#CO.[H][H].O=C=O.

ORCA calculation (wB97M-V/def2-TZVPD) on the molecule C3H7Cl2NSi.

Each line ends with the natural charge from an NBO analysis.
Positions of all 14 atoms, in Å:
C (-0.11, -1.97, 1.24)  -0.28
C (-0.69, -1.64, 0.08)  -0.72
Si (-1.01, 0.15, -0.40)  1.78
Cl (-1.88, 0.50, -2.10)  -0.32
Cl (-2.71, 0.87, 1.38)  -0.57
N (0.14, 1.27, 0.12)  -1.15
C (1.49, 1.31, -0.62)  -0.38
H (0.06, -2.97, 1.41)  0.20
H (0.32, -1.18, 1.77)  0.21
H (-0.81, -2.50, -0.73)  0.24
H (-0.20, 2.23, 0.48)  0.44
H (1.49, 0.41, -1.17)  0.19
H (1.59, 2.08, -1.40)  0.19
H (2.31, 1.43, -0.07)  0.20

Its charge is 0. The highest occupied orbital energy comes out at -9.745 eV. For the LUMO energy, the calculation gives 0.02 eV. Its SMILES is C=C[Si](Cl)(Cl)NC.

ORCA calculation (wB97M-V/def2-TZVPD) on the ion C5H11FN with charge +1.

Each line ends with the natural charge from an NBO analysis.
Positions of all 18 atoms, in Å:
C (1.24, -1.30, -1.41)  -0.46
C (0.93, -1.12, -0.19)  0.39
F (1.47, -1.75, 0.82)  -0.31
C (-0.42, -0.35, 0.21)  -0.13
N (-1.27, -1.06, 1.15)  -0.71
C (0.05, 1.03, 0.58)  -0.44
C (0.04, 2.04, -0.54)  -0.62
H (2.13, -1.91, -1.64)  0.26
H (0.62, -0.80, -2.09)  0.23
H (-1.04, -0.23, -0.75)  0.24
H (-2.25, -0.56, 1.28)  0.47
H (-0.89, -1.11, 2.13)  0.46
H (-1.41, -2.12, 0.71)  0.49
H (-0.34, 1.41, 1.47)  0.22
H (1.13, 0.92, 0.87)  0.23
H (0.54, 1.57, -1.46)  0.22
H (0.45, 3.11, -0.27)  0.26
H (-0.99, 2.25, -0.86)  0.21

Its charge is +1. The highest occupied orbital energy comes out at -14.264 eV. For the LUMO energy, the calculation gives -4.15 eV. Its SMILES is C=C(F)[C@@H]([NH3+])CC.

Max |F| values (in eV Å⁻¹) by entry order: 5.01, 4.23, 5.00, 4.99.
Relative energy (zero: lowest compared OMol25 entry of this formula, charge and spin) values (in kcal per mole) by entry order: 141.9, 147.5, 19.2, 57.7.
DFT total energy values (in eV) by entry order: -208357.120, -15304.830, -37638.178, -9562.185.